This record from the OMol25 dataset describes an isolated molecule of C7H8O. The level of theory is ωB97M-V with the def2-TZVPD basis set.

Values from the calculation:
Energy above the lowest of the compared OMol25 structures with the same formula, charge and spin in kcal per mole: 91.6
LUMO in eV: 1.01
Structure (SMILES): COc1ccccc1
Maximum force in Eh/bohr: 0.323
Molecular weight in u: 108.14

Cartesian coordinates (Å):
C: -0.10 -0.75 -2.54
C: -0.31 0.22 -0.38
C: 1.01 -0.12 0.00
C: 1.33 -0.03 1.34
C: 0.38 0.40 2.23
C: -0.89 0.79 1.83
C: -1.21 0.65 0.53
H: -0.19 -1.88 -1.89
H: -0.85 -0.87 -3.57
H: 0.83 -0.42 -2.85
H: 1.71 -0.54 -0.61
H: 2.07 -0.10 1.75
H: 0.74 0.46 3.23
H: -1.51 1.23 2.49
H: -2.29 0.78 0.25
O: -0.72 0.19 -1.79



This record from the OMol25 dataset describes an isolated molecule of C7H8O. The level of theory is ωB97M-V with the def2-TZVPD basis set.

Values from the calculation:
Energy above the lowest of the compared OMol25 structures with the same formula, charge and spin in kcal per mole: 164.3
LUMO in eV: -0.02
Structure (SMILES): C#C/C(C)=C/[C@@H]1CO1
Maximum force in Eh/bohr: 0.130
Molecular weight in u: 108.14

Cartesian coordinates (Å):
C: -0.96 1.63 0.14
C: -1.12 0.13 0.11
C: -0.01 -0.67 -0.05
C: 1.34 -0.18 -0.01
C: 2.83 -0.57 -0.40
C: -2.31 -0.49 0.15
C: -3.21 -1.31 0.18
H: -1.82 1.91 0.87
H: -0.93 2.21 -0.84
H: 0.00 2.08 0.81
H: -0.35 -1.83 0.04
H: 1.38 1.04 -0.23
H: 2.93 -1.52 -0.96
H: 3.65 0.38 -0.70
H: -3.77 -2.17 -0.14
O: 2.35 -0.65 1.05



This record from the OMol25 dataset describes a structure of composition C7H8O2. The level of theory is ωB97M-V with the def2-TZVPD basis set.

Values from the calculation:
Energy above the lowest of the compared OMol25 structures with the same formula, charge and spin in kcal per mole: 153.1
LUMO in eV: 0.99
Maximum force in Eh/bohr: 0.144
Molecular weight in u: 124.14

Cartesian coordinates (Å):
C: -2.04 -0.08 -0.33
C: -0.29 1.14 0.55
C: 1.29 1.20 0.06
C: 1.96 0.08 -0.17
C: 0.24 -0.93 -0.29
C: -1.18 -1.13 0.26
C: -0.30 -0.29 0.88
H: -2.89 0.27 0.31
H: -2.54 -0.30 -1.29
H: -0.58 1.90 1.27
H: 1.77 2.16 0.20
H: 3.07 0.38 -0.46
H: 0.05 -0.39 -1.23
H: -1.80 -1.97 0.71
H: 0.19 -0.83 1.77
O: -1.03 1.02 -0.67
O: 1.61 -1.18 -0.22